No. 1
Density functional theory data (ωB97M-V with the def2-TZVPD basis set) for a gas-phase ion, C12H28N3O2 (charge +1).

Output
**Largest force on an atom**: 0.89 eV/A
**Net charge**: +1
**Relative energy (zero: lowest compared OMol25 entry of this formula, charge and spin)**: 18.21 kJ/mol
**SMILES**: CN(C[C@H](O)CN)C[C@H](O)C[NH+]1CCCCC1
**Electronic energy**: -21457.9423 eV
**HOMO**: -12.10 eV

Element x y z (Å)
C -0.131 -0.729 -2.271
N -0.489 -0.935 -0.870
C -0.390 -2.358 -0.506
H 0.278 -2.869 -1.202
C 0.183 -2.552 0.913
O -0.621 -1.971 1.915
H -1.388 -2.527 2.087
H 0.288 -3.633 1.088
C 1.586 -1.939 1.013
N 1.559 -0.480 0.756
C 2.746 -0.029 0.000
C 2.653 1.457 -0.316
C 2.568 2.257 0.978
C 1.352 1.783 1.764
C 1.427 0.285 2.018
H 0.529 -0.067 2.526
H 2.300 0.056 2.638
H 1.298 2.292 2.725
H 0.445 2.016 1.208
H 2.478 3.319 0.757
H 3.479 2.114 1.563
H 3.529 1.750 -0.895
H 1.766 1.650 -0.922
H 2.814 -0.608 -0.923
H 3.636 -0.227 0.603
H 2.227 -2.426 0.277
H 1.996 -2.126 2.007
H -1.368 -2.852 -0.577
C -1.845 -0.442 -0.589
H -2.100 -0.750 0.428
H -2.566 -0.882 -1.290
C -2.013 1.081 -0.661
O -1.466 1.721 0.468
H -2.058 1.597 1.220
C -3.505 1.411 -0.831
N -4.000 0.814 -2.058
H -3.620 1.296 -2.866
H -5.009 0.893 -2.108
H 0.671 -0.355 0.129
H -3.621 2.505 -0.782
H -4.061 0.974 0.006
H -1.468 1.494 -1.514
H -0.083 0.335 -2.487
H 0.850 -1.158 -2.468
H -0.858 -1.186 -2.950

natural (NBO) atomic charge list, values in e, 5 entries: C -0.42; N -0.48; C -0.25; H 0.22; C 0.08

=====

No. 2
Density functional theory data (ωB97M-V with the def2-TZVPD basis set) for 2 unconnected molecules or ions with the total composition CH4N3OP in a non-equilibrium geometry.

Output
**Largest force on an atom**: 3.39 eV/A
**Net charge**: 0
**Relative energy (zero: lowest compared OMol25 entry of this formula, charge and spin)**: 106.88 kJ/mol
**Electronic energy**: -16907.5773 eV
**HOMO**: -9.05 eV

Element x y z (Å)
C -0.711 -1.246 1.401
N -1.553 -0.453 1.602
N 0.505 -0.666 -1.063
N 0.231 1.618 -0.165
O 0.079 -2.105 1.167
P -0.647 0.452 -0.857
H 0.585 -1.368 -1.749
H 1.305 -0.590 -0.451
H -0.057 1.889 0.793
H 0.264 2.469 -0.678

natural (NBO) atomic charge list, values in e, 5 entries: C 0.62; N -0.69; N -1.11; N -1.24; O -0.65

=====

No. 3
Density functional theory data (ωB97M-V with the def2-TZVPD basis set) for a molecular structure, C33H55Br48N2O6PSSi2 in a non-equilibrium geometry.

Output
**Largest force on an atom**: 9.27 eV/A
**Net charge**: 0
**Electronic energy**: -3448282.6715 eV
**HOMO**: -8.34 eV

Element x y z (Å)
C 4.621 4.678 2.808
C 3.623 3.747 1.840
O 3.370 4.346 0.521
C 2.192 3.733 -0.145
C 2.027 2.125 0.109
O 1.251 1.399 -0.905
Si 0.111 0.253 -0.134
C -0.650 -0.948 -1.431
C -1.664 -2.084 -0.826
C -0.939 -3.460 -0.304
C -1.888 -4.812 -0.432
C -2.649 -5.203 0.996
N -3.053 -3.962 1.799
C -1.347 1.399 0.517
O -2.445 0.642 1.136
C -3.644 1.536 1.181
O -4.862 0.766 1.487
C -5.535 1.251 2.704
C -7.040 0.529 2.795
O -6.759 -0.919 3.022
O 0.781 -0.582 1.256
Si 2.165 -1.584 0.845
N 3.610 -0.767 1.630
C 4.650 -0.671 0.739
S 5.830 -0.191 -0.411
P 2.115 -3.619 1.700
C 3.984 -4.164 1.683
C 1.522 -3.459 3.519
C 2.723 -3.900 4.552
H 5.751 4.322 2.663
H 4.345 4.339 3.919
H 4.472 5.827 2.647
H 4.181 2.693 1.783
H 2.586 3.685 2.392
H 1.245 4.321 0.283
H 2.220 4.023 -1.303
H 3.110 1.621 0.114
H 1.568 1.936 1.194
H -1.278 -0.279 -2.190
H 0.221 -1.415 -2.073
H -2.376 -2.407 -1.728
H -2.377 -1.718 0.026
H -0.679 -3.301 0.832
H 0.107 -3.652 -0.846
H -2.660 -4.756 -1.324
H -1.149 -5.720 -0.651
H -3.630 -5.849 0.799
H -1.940 -5.824 1.725
H -4.022 -4.164 2.182
H -2.451 -3.874 2.669
H -0.838 2.048 1.379
H -1.706 2.074 -0.390
H -3.830 2.047 0.118
H -3.438 2.433 1.928
H -5.740 2.403 2.703
H -4.987 0.927 3.714
H -7.701 0.999 3.654
H -7.546 0.631 1.731
H -6.847 -1.146 3.997
H 2.363 -1.545 -0.606
H 4.540 -3.471 2.478
H 4.422 -3.817 0.629
H 4.129 -5.308 1.885
H 1.289 -2.309 3.694
H 0.544 -4.089 3.696
H 3.185 -4.950 4.239
H 3.589 -3.088 4.555
H 2.231 -3.975 5.626
C 1.368 -5.263 -3.494
Br -0.246 -4.186 -3.629
Br 2.700 -4.740 -4.811
Br 2.093 -5.257 -1.689
H 1.083 -6.296 -3.720
C 8.905 3.086 2.509
Br 7.625 2.088 1.437
Br 10.694 3.019 1.748
Br 8.318 4.914 2.820
H 8.955 2.595 3.486
C 4.337 -7.868 -7.047
Br 5.265 -8.523 -5.468
Br 5.578 -7.307 -8.436
Br 3.041 -9.158 -7.712
H 3.775 -6.979 -6.742
C -5.883 4.527 -1.285
Br -4.262 3.503 -1.614
Br -6.623 4.165 0.477
Br -5.609 6.431 -1.578
H -6.626 4.194 -2.018
C 5.402 -2.193 7.219
Br 5.760 -4.037 6.713
Br 5.006 -1.082 5.672
Br 4.010 -2.072 8.573
H 6.320 -1.801 7.669
C -2.108 8.903 -2.044
Br -3.613 9.896 -1.314
Br -1.528 7.483 -0.847
Br -2.481 8.234 -3.832
H -1.273 9.606 -2.133
C -4.619 11.283 2.885
Br -5.166 12.927 2.001
Br -5.716 9.771 2.345
Br -2.722 10.926 2.639
H -4.780 11.429 3.959
C 7.637 -11.218 -7.351
Br 8.565 -11.873 -5.772
Br 8.878 -10.657 -8.739
Br 6.341 -12.508 -8.016
H 7.075 -10.329 -7.045
C 5.529 -9.570 -1.269
Br 4.731 -7.808 -1.471
Br 7.308 -9.654 -2.054
Br 5.528 -10.157 0.586
H 4.901 -10.272 -1.827
C -1.905 6.864 4.224
Br -3.582 7.622 4.853
Br -1.696 7.065 2.301
Br -0.379 7.578 5.197
H -1.942 5.790 4.432
C 7.761 4.658 -1.441
Br 5.871 4.293 -1.160
Br 8.335 4.163 -3.233
Br 8.212 6.503 -1.021
H 8.317 4.026 -0.741
C 3.602 7.999 -0.035
Br 3.960 6.155 -0.541
Br 3.206 9.111 -1.582
Br 2.210 8.121 1.318
H 4.520 8.392 0.414
C -10.108 4.304 -2.054
Br -9.992 2.367 -1.920
Br -10.100 5.152 -0.303
Br -8.731 5.034 -3.218
H -11.073 4.535 -2.516
C 6.964 -13.720 0.986
Br 7.893 -14.375 2.565
Br 8.206 -13.159 -0.403
Br 5.669 -15.010 0.321
H 6.403 -12.831 1.292
C -14.081 1.368 -3.206
Br -13.964 -0.570 -3.072
Br -14.072 2.215 -1.455
Br -12.703 2.097 -4.370
H -15.046 1.599 -3.668
C -11.545 5.815 -6.424
Br -12.421 5.975 -4.694
Br -10.964 3.992 -6.775
Br -12.653 6.512 -7.863
H -10.644 6.436 -6.385

Mulliken atomic charge list, values in e, 5 entries: C -0.39; C -0.13; O -0.07; C -0.68; C 0.45

=====

electronic energy of number 1 (C12H28N3O2)?
-21457.9423 eV